The following is a quantum chemistry calculation of a gas-phase ion, C21H13 (charge +1) at a distorted geometry, from the Open Molecules 2025 dataset.

The LUMO energy comes out at -6.08 eV. The calculation puts the HOMO energy at -10.403 eV. As for the total charge: +1. The value obtained for the gap between HOMO and LUMO is 4.323 eV. For the energy above the lowest of the compared OMol25 structures with the same formula, charge and spin, the calculation gives 0.0000 eV. The total energy comes out at -21980.8021 eV.

Each line ends with the Mulliken charge.
Positions of all 34 atoms, in Å:
C  3.495  -0.494  -3.450  -0.80
C  -2.412  -1.314  3.132  -0.98
C  -3.074  -0.076  3.079  0.97
C  -2.679  0.921  2.139  -0.46
C  2.821  0.762  -3.439  -0.73
C  3.216  -1.397  -2.454  -0.77
C  1.124  2.174  -2.566  -1.04
C  2.031  -2.089  -0.456  -1.16
C  0.066  2.381  -1.653  -0.68
C  -1.346  1.647  0.221  -1.20
C  -1.310  -1.507  2.303  -0.85
C  1.010  -1.888  0.483  -1.06
C  -1.644  0.696  1.231  0.59
C  1.827  1.009  -2.484  0.96
C  2.275  -1.170  -1.479  0.82
C  -0.283  1.446  -0.677  0.15
C  -0.907  -0.527  1.342  0.96
C  0.163  -0.722  0.414  1.18
C  1.514  0.025  -1.519  0.41
C  0.462  0.236  -0.593  0.45
C  -4.082  0.202  4.086  -0.90
H  4.225  -0.703  -4.198  0.44
H  -2.643  -2.086  3.870  0.37
H  -3.151  1.883  2.155  0.47
H  3.018  1.514  -4.197  0.43
H  3.783  -2.301  -2.490  0.45
H  1.234  2.923  -3.350  0.39
H  2.593  -3.015  -0.400  0.41
H  -0.527  3.287  -1.749  0.44
H  -1.948  2.522  0.153  0.51
H  -0.813  -2.479  2.310  0.31
H  0.995  -2.581  1.310  0.33
H  -4.418  -0.448  4.884  0.32
H  -4.613  1.168  4.044  0.27